No. 1
Here is 2 unconnected molecules or ions with the total composition C16H19F2Si from the Open Molecules 2025 dataset. Energies are from wB97M-V/def2-TZVPD.

Calculated values
- HOMO-LUMO gap: 0.2159 Eh
- Calculated total energy: -1110.0291 hartree
- Molar mass: 277.41 g/mol
- Charge: +1

Each line ends with the Mulliken charge.
CARTESIAN COORDINATES (ANGSTROEM)
C (0.893, -3.622, -1.090)  -0.96
Si (-0.193, -2.243, -1.809)  0.62
C (0.594, -0.932, -2.913)  -0.93
C (-2.070, -2.478, -1.852)  -0.95
H (-0.184, -0.481, 0.883)  -0.13
H (1.040, -4.407, -1.849)  0.39
H (1.885, -3.225, -0.808)  0.35
H (0.412, -4.081, -0.206)  0.34
H (0.720, -1.349, -3.924)  0.39
H (-0.057, -0.040, -2.982)  0.33
H (1.589, -0.642, -2.525)  0.34
H (-2.344, -3.094, -2.722)  0.39
H (-2.426, -2.991, -0.939)  0.34
H (-2.578, -1.501, -1.950)  0.34
F (5.429, 1.026, 1.190)  -0.32
C (4.066, 0.973, 1.314)  0.43
C (3.534, 0.199, 2.333)  -0.65
C (2.152, 0.100, 2.405)  -0.65
C (1.320, 0.760, 1.488)  0.87
C (-0.140, 0.356, 1.557)  -0.74
C (-1.283, 1.230, 1.074)  0.77
C (-2.516, 0.973, 1.685)  -0.60
C (-3.694, 1.543, 1.219)  -0.66
C (-3.600, 2.389, 0.123)  0.45
F (-4.762, 2.908, -0.385)  -0.32
C (-2.406, 2.712, -0.499)  -1.03
C (-1.247, 2.089, -0.033)  0.08
C (1.909, 1.525, 0.476)  0.02
C (3.296, 1.671, 0.393)  -1.06
H (4.166, -0.309, 3.057)  0.45
H (1.699, -0.546, 3.152)  0.36
H (-0.373, -0.066, 2.550)  0.42
H (-2.555, 0.264, 2.507)  0.35
H (-4.641, 1.338, 1.709)  0.45
H (-2.370, 3.393, -1.352)  0.44
H (-0.340, 2.278, -0.587)  0.32
H (1.329, 1.999, -0.302)  0.27
H (3.748, 2.281, -0.387)  0.44

=====

No. 2
Here is a molecular structure, C13H21F5O2P2V from the Open Molecules 2025 dataset. Energies are from wB97M-V/def2-TZVPD.

Calculated values
- HOMO-LUMO gap (alpha / beta): 0.3010 / 0.2898 Eh
- Calculated total energy: -2784.3713 hartree
- Molar mass: 417.19 g/mol
- 2S+1: 4
- Charge: 0
- <S²>: 3.770

Each line ends with the Mulliken charge.
CARTESIAN COORDINATES (ANGSTROEM)
V (0.000, 0.000, 0.000)  -0.53
H (2.976, -0.592, -1.557)  -0.01
H (2.725, -1.310, -1.550)  0.02
P (0.578, 2.260, -0.199)  1.29
P (-0.964, -2.132, -0.132)  1.24
C (-0.947, -3.165, 1.401)  -1.19
H (-1.532, -4.094, 1.281)  0.43
H (0.097, -3.413, 1.653)  0.32
H (-1.365, -2.569, 2.230)  0.20
C (-2.754, -2.138, -0.588)  -1.21
H (-2.866, -1.657, -1.573)  0.33
H (-3.162, -3.164, -0.618)  0.41
H (-3.309, -1.539, 0.153)  0.25
C (-0.243, -3.292, -1.386)  -1.23
H (0.799, -3.522, -1.108)  0.32
H (-0.820, -4.232, -1.447)  0.37
H (-0.244, -2.797, -2.372)  0.33
C (-0.858, 3.384, -0.496)  -1.02
H (-0.536, 4.437, -0.592)  0.42
H (-1.370, 3.058, -1.416)  0.31
H (-1.563, 3.288, 0.345)  0.12
C (1.418, 3.070, 1.236)  -1.30
H (2.401, 2.595, 1.390)  0.35
H (1.549, 4.156, 1.082)  0.40
H (0.811, 2.896, 2.141)  0.30
C (1.705, 2.698, -1.604)  -1.24
H (1.277, 2.297, -2.538)  0.32
H (1.834, 3.792, -1.697)  0.37
H (2.690, 2.230, -1.439)  0.33
C (0.914, -0.308, 1.646)  0.38
O (1.509, -0.504, 2.641)  -0.40
H (-0.749, 0.266, -1.553)  -0.20
F (-3.594, 2.297, 5.874)  -0.30
C (-3.121, 1.847, 4.685)  0.53
C (-3.591, 2.392, 3.493)  0.33
F (-4.526, 3.373, 3.523)  -0.30
C (-3.099, 1.931, 2.268)  0.29
F (-3.594, 2.473, 1.127)  -0.35
C (-2.107, 0.931, 2.207)  0.29
O (-1.654, 0.597, 0.959)  -0.37
C (-1.675, 0.358, 3.430)  -0.16
F (-0.820, -0.673, 3.497)  -0.42
C (-2.178, 0.823, 4.651)  0.28
F (-1.747, 0.270, 5.814)  -0.30

=====

No. 3
Here is a molecular structure, C60H50AgClN2O2P3 from the Open Molecules 2025 dataset. Energies are from wB97M-V/def2-TZVPD.

Calculated values
- HOMO-LUMO gap: 0.2462 Eh
- Calculated total energy: -4207.7348 hartree
- Molar mass: 1067.31 g/mol
- Charge: -1

Each line ends with the Mulliken charge.
CARTESIAN COORDINATES (ANGSTROEM)
Ag (-0.620, -0.878, -0.105)  2.10
O (-0.090, -3.575, -1.299)  0.07
C (-1.100, -4.070, -2.147)  -1.07
C (-1.917, -2.966, -2.794)  0.57
C (-2.340, -3.040, -4.115)  -0.68
C (-3.113, -2.008, -4.631)  -0.53
C (-3.453, -0.951, -3.802)  -0.67
C (-2.995, -0.970, -2.489)  -0.29
N (-2.231, -1.945, -2.008)  0.08
H (-0.401, -3.530, -0.372)  -0.30
H (-1.793, -4.724, -1.604)  0.35
H (-0.629, -4.672, -2.928)  0.33
H (-2.053, -3.888, -4.727)  0.38
H (-3.436, -2.026, -5.665)  0.38
H (-4.042, -0.117, -4.160)  0.50
H (-3.218, -0.175, -1.781)  0.38
O (2.360, 1.044, 0.132)  0.61
C (3.606, 0.498, 0.312)  0.46
C (4.783, 1.194, 0.054)  -0.82
C (6.001, 0.557, 0.231)  -0.95
C (6.042, -0.764, 0.653)  -1.02
C (4.854, -1.444, 0.872)  0.13
C (3.611, -0.841, 0.701)  -0.35
P (1.975, -1.745, 0.935)  1.76
C (2.130, -1.980, 2.757)  0.41
C (3.030, -2.847, 3.373)  -0.28
C (3.117, -2.909, 4.756)  -0.80
C (2.306, -2.103, 5.545)  -1.02
C (1.399, -1.243, 4.941)  -0.20
C (1.307, -1.190, 3.557)  -0.58
C (2.489, -3.358, 0.222)  -0.08
C (2.093, -4.571, 0.777)  -0.25
C (2.351, -5.765, 0.115)  -0.82
C (2.988, -5.762, -1.118)  -0.67
C (3.364, -4.554, -1.690)  -0.63
C (3.114, -3.364, -1.027)  -0.32
C (2.148, 2.333, -0.289)  -0.28
C (2.681, 3.428, 0.370)  -0.37
C (2.362, 4.702, -0.078)  -0.80
C (1.520, 4.866, -1.168)  -1.08
C (0.972, 3.756, -1.799)  -0.58
C (1.269, 2.467, -1.366)  -0.34
P (0.419, 0.935, -1.940)  2.42
C (-0.690, 1.678, -3.208)  0.02
C (-1.972, 2.039, -2.796)  -0.31
C (-2.837, 2.675, -3.680)  -1.00
C (-2.438, 2.938, -4.983)  -0.69
C (-1.164, 2.571, -5.403)  -0.75
C (-0.293, 1.952, -4.517)  -0.52
C (1.668, 0.100, -2.993)  0.10
C (1.221, -1.012, -3.713)  -0.05
C (2.113, -1.812, -4.407)  -0.44
C (3.475, -1.523, -4.383)  -0.83
C (3.929, -0.423, -3.673)  -0.42
C (3.028, 0.386, -2.986)  -0.72
H (4.755, 2.217, -0.296)  0.47
H (6.918, 1.099, 0.031)  0.40
H (6.991, -1.264, 0.799)  0.42
H (4.891, -2.489, 1.157)  0.20
H (3.661, -3.494, 2.775)  0.26
H (3.819, -3.593, 5.220)  0.40
H (2.373, -2.157, 6.625)  0.37
H (0.748, -0.622, 5.543)  0.39
H (0.570, -0.549, 3.086)  0.47
H (1.547, -4.576, 1.712)  0.41
H (2.036, -6.701, 0.560)  0.40
H (3.176, -6.695, -1.637)  0.38
H (3.841, -4.534, -2.664)  0.44
H (3.391, -2.426, -1.497)  0.04
H (3.325, 3.282, 1.227)  0.61
H (2.767, 5.566, 0.435)  0.41
H (1.276, 5.861, -1.519)  0.44
H (0.290, 3.894, -2.629)  0.45
H (-2.268, 1.802, -1.773)  0.33
H (-3.830, 2.958, -3.347)  0.50
H (-3.117, 3.427, -5.673)  0.37
H (-0.846, 2.777, -6.418)  0.42
H (0.702, 1.677, -4.847)  0.46
H (0.163, -1.259, -3.711)  0.13
H (1.749, -2.674, -4.952)  0.41
H (4.176, -2.159, -4.909)  0.36
H (4.987, -0.191, -3.644)  0.40
H (3.396, 1.249, -2.446)  0.39
Cl (-0.920, -3.018, 1.657)  -0.52
N (-2.063, 0.814, 0.167)  0.63
P (-2.660, 1.259, 1.496)  0.31
C (-1.542, 1.345, 2.968)  0.34
C (-0.243, 1.771, 2.696)  -0.23
C (0.664, 1.984, 3.723)  -0.13
C (0.284, 1.764, 5.042)  -0.86
C (-1.004, 1.331, 5.323)  -0.56
C (-1.914, 1.127, 4.291)  -0.54
C (-3.268, 3.008, 1.568)  0.26
C (-4.117, 3.514, 2.551)  -0.29
C (-4.433, 4.866, 2.587)  -0.83
C (-3.890, 5.735, 1.649)  -0.51
C (-3.029, 5.245, 0.676)  -0.73
C (-2.723, 3.890, 0.638)  0.14
C (-4.051, 0.255, 2.131)  0.35
C (-3.751, -1.000, 2.665)  -0.35
C (-4.766, -1.891, 2.982)  -0.82
C (-6.092, -1.543, 2.759)  -0.49
C (-6.399, -0.307, 2.204)  -0.72
C (-5.382, 0.582, 1.883)  -0.57
H (0.040, 1.920, 1.660)  -0.14
H (1.673, 2.306, 3.501)  0.34
H (0.993, 1.917, 5.846)  0.33
H (-1.301, 1.147, 6.349)  0.43
H (-2.920, 0.794, 4.521)  0.38
H (-4.530, 2.846, 3.299)  0.41
H (-5.101, 5.246, 3.352)  0.39
H (-4.134, 6.790, 1.682)  0.37
H (-2.588, 5.918, -0.050)  0.45
H (-2.048, 3.491, -0.110)  0.11
H (-2.715, -1.296, 2.795)  0.18
H (-4.519, -2.866, 3.382)  0.45
H (-6.885, -2.241, 3.002)  0.37
H (-7.432, -0.039, 2.014)  0.40
H (-5.626, 1.537, 1.431)  0.42